9 unconnected molecules or ions with the total composition C70H64B2FN3O19S at a distorted geometry. Source: the OMol25 dataset; level of theory: wB97M-V/def2-TZVPD.

* gap between HOMO and LUMO: 5.9287 eV
* HOMO level: -7.83 eV
* structure (SMILES): CCB(O)c1c(CNC)c2c(c(B(O)OC)c1CCN)Nc1cccc(C[C@@H](C)F)c1S2.O=C1C=CC(=O)C=C1.O=C1C=CC(=O)C=C1.O=C1C=CC(=O)C=C1.O=C1C=CC(=O)C=C1.O=C1C=CC(=O)C=C1.O=C1C=CC(=O)C=C1.O=C1C=CC(=O)C=C1.O=C1C=CC(=O)C=C1
* calculated total energy: -131898.1516 eV

```
! wB97M-V def2-TZVPD RIJCOSX def2/J DEFGRID3
* xyz 0 1
C -1.631 1.546 -4.302
C -2.947 1.302 -3.441
B -2.693 1.392 -1.855
O -3.564 0.764 -0.926
C -1.445 2.187 -1.178
C -0.473 1.438 -0.353
C -0.524 -0.080 -0.033
N 0.669 -0.828 -0.503
C 1.008 -0.527 -1.924
C 0.624 2.200 0.243
C 0.812 3.659 0.058
C -0.148 4.401 -0.756
B 0.062 5.980 -0.892
O -0.212 6.776 0.250
O 0.451 6.673 -2.050
C 1.393 5.941 -2.862
C -1.278 3.648 -1.371
C -2.287 4.518 -2.193
C -3.247 5.234 -1.126
N -3.100 6.715 -1.087
N 1.937 4.359 0.676
C 2.018 4.093 2.109
C 2.097 5.162 3.107
C 2.160 4.870 4.553
C 2.187 3.489 5.022
C 2.114 2.376 4.060
C 2.092 0.871 4.469
C 3.062 0.516 5.687
C 3.366 -1.028 5.646
F 4.235 1.300 5.477
C 2.027 2.700 2.633
S 1.876 1.413 1.331
H -0.938 2.304 -3.847
H -1.917 1.842 -5.351
H -1.022 0.599 -4.416
H -3.784 1.998 -3.705
H -3.267 0.242 -3.663
H -3.158 0.833 -0.040
H -0.516 -0.164 1.098
H -1.457 -0.607 -0.371
H 0.393 -1.826 -0.497
H 0.041 -0.382 -2.488
H 1.662 0.381 -1.933
H 1.589 -1.412 -2.313
H 0.303 7.603 0.192
H 0.794 5.310 -3.586
H 2.055 5.288 -2.237
H 2.045 6.600 -3.490
H -2.954 3.919 -2.863
H -1.768 5.267 -2.859
H -4.338 5.022 -1.328
H -3.039 4.795 -0.111
H -2.622 7.032 -1.929
H -2.567 6.941 -0.247
H 2.807 4.004 0.251
H 2.110 6.230 2.774
H 2.189 5.741 5.250
H 2.227 3.308 6.125
H 1.022 0.632 4.739
H 2.370 0.167 3.640
H 2.516 0.808 6.619
H 2.644 -1.560 6.311
H 3.253 -1.478 4.622
H 4.442 -1.187 5.937
O 0.661 -4.108 0.419
C 1.835 -4.388 0.590
C 2.790 -3.392 1.121
C 4.073 -3.696 1.307
C 4.597 -5.045 0.992
O 5.767 -5.323 1.163
C 3.639 -6.042 0.460
C 2.356 -5.736 0.275
H 2.389 -2.411 1.346
H 4.787 -2.978 1.693
H 4.036 -7.023 0.233
H 1.641 -6.450 -0.112
O 3.377 -8.785 -0.526
C 3.713 -9.537 -1.421
C 4.623 -10.676 -1.166
C 4.991 -11.498 -2.147
C 4.504 -11.309 -3.534
O 4.839 -12.060 -4.426
C 3.594 -10.169 -3.788
C 3.226 -9.346 -2.806
H 4.968 -10.800 -0.148
H 5.656 -12.336 -1.980
H 3.248 -10.045 -4.806
H 2.560 -8.508 -2.973
O 0.429 -1.083 6.370
C -0.372 -0.692 7.197
C -0.670 -1.483 8.412
C -1.548 -1.055 9.317
C -2.263 0.231 9.147
O -3.061 0.622 9.973
C -1.964 1.023 7.932
C -1.086 0.594 7.027
H -0.138 -2.420 8.521
H -1.779 -1.621 10.211
H -2.496 1.960 7.823
H -0.855 1.161 6.133
O 4.917 0.888 0.829
C 5.792 1.414 1.487
C 5.544 1.876 2.870
C 6.504 2.455 3.589
C 7.861 2.660 3.036
O 8.738 3.186 3.692
C 8.111 2.198 1.651
C 7.151 1.619 0.933
H 4.548 1.719 3.260
H 6.338 2.799 4.602
H 9.109 2.356 1.262
H 7.315 1.274 -0.081
O 0.569 -0.465 -5.022
C 0.500 -0.916 -6.149
C 0.503 -0.028 -7.333
C 0.425 -0.522 -8.567
C 0.334 -1.981 -8.807
O 0.265 -2.431 -9.932
C 0.331 -2.869 -7.622
C 0.409 -2.374 -6.388
H 0.572 1.035 -7.138
H 0.425 0.112 -9.444
H 0.262 -3.932 -7.816
H 0.409 -3.008 -5.510
O -4.732 4.751 1.599
C -4.618 5.503 2.546
C -3.474 6.438 2.653
C -3.349 7.260 3.693
C -4.350 7.277 4.785
O -4.237 8.029 5.732
C -5.494 6.343 4.677
C -5.619 5.520 3.638
H -2.751 6.413 1.847
H -2.519 7.949 3.789
H -6.215 6.368 5.484
H -6.449 4.832 3.542
O -10.405 2.456 -3.886
C -9.262 2.106 -4.096
C -8.673 2.177 -5.453
C -7.420 1.791 -5.683
C -6.561 1.276 -4.593
O -5.417 0.925 -4.801
C -7.149 1.205 -3.235
C -8.402 1.591 -3.005
H -9.315 2.557 -6.238
H -6.973 1.835 -6.669
H -6.506 0.825 -2.450
H -8.849 1.547 -2.020
O 0.721 -6.938 -2.437
C -0.452 -7.233 -2.306
C -0.938 -8.601 -2.596
C -2.223 -8.921 -2.454
C -3.219 -7.922 -1.999
O -4.389 -8.216 -1.868
C -2.731 -6.555 -1.710
C -1.446 -6.235 -1.852
H -0.197 -9.318 -2.926
H -2.597 -9.915 -2.661
H -3.472 -5.838 -1.379
H -1.070 -5.240 -1.644
*
```


14 unconnected molecules or ions with the total composition C70H70N14 at a distorted geometry. Source: the OMol25 dataset; level of theory: wB97M-V/def2-TZVPD.

* gap between HOMO and LUMO: 9.8434 eV
* HOMO level: -9.34 eV
* calculated total energy: -94584.3524 eV

```
! wB97M-V def2-TZVPD RIJCOSX def2/J DEFGRID3
* xyz 0 1
N -6.726 -3.107 -0.173
C -5.567 -2.672 0.365
C -4.839 -3.457 1.241
C -5.446 -4.579 1.785
C -6.616 -5.041 1.223
C -7.241 -4.251 0.264
H -5.176 -1.746 -0.032
H -3.830 -3.215 1.556
H -4.968 -5.166 2.559
H -7.052 -5.997 1.485
H -8.192 -4.500 -0.191
N 3.273 3.537 3.350
C 3.752 3.274 2.143
C 3.698 2.026 1.560
C 2.967 1.040 2.219
C 2.287 1.362 3.391
C 2.546 2.601 3.964
H 4.146 4.135 1.606
H 4.147 1.784 0.605
H 2.914 0.080 1.721
H 1.688 0.609 3.884
H 2.240 2.784 4.988
N 0.727 -0.864 0.313
C 1.179 -0.018 -0.628
C 0.344 0.630 -1.524
C -0.986 0.260 -1.551
C -1.447 -0.738 -0.699
C -0.553 -1.252 0.233
H 2.239 0.192 -0.571
H 0.753 1.337 -2.232
H -1.656 0.715 -2.271
H -2.499 -0.985 -0.688
H -0.879 -1.938 1.008
N 1.557 2.510 -5.068
C 2.326 1.811 -5.924
C 2.045 0.504 -6.316
C 0.873 -0.096 -5.862
C 0.022 0.671 -5.081
C 0.399 1.950 -4.720
H 3.282 2.303 -6.061
H 2.631 0.041 -7.098
H 0.641 -1.085 -6.233
H -0.972 0.295 -4.875
H -0.314 2.560 -4.172
N -1.297 -4.091 2.467
C -0.212 -4.769 2.115
C 0.214 -5.927 2.764
C -0.484 -6.287 3.903
C -1.515 -5.486 4.380
C -1.934 -4.405 3.612
H 0.252 -4.412 1.202
H 1.082 -6.473 2.425
H -0.210 -7.116 4.544
H -1.996 -5.715 5.321
H -2.722 -3.718 3.890
N -2.898 2.900 -2.798
C -3.256 4.069 -2.274
C -4.464 4.708 -2.530
C -5.303 4.061 -3.447
C -4.919 2.879 -4.040
C -3.736 2.290 -3.643
H -2.556 4.520 -1.577
H -4.773 5.635 -2.074
H -6.257 4.510 -3.697
H -5.586 2.406 -4.750
H -3.368 1.378 -4.099
N 1.134 -3.668 -4.976
C 1.146 -2.793 -3.968
C 2.263 -2.077 -3.556
C 3.362 -2.069 -4.409
C 3.345 -2.911 -5.503
C 2.235 -3.729 -5.733
H 0.272 -2.758 -3.326
H 2.214 -1.355 -2.753
H 4.240 -1.488 -4.155
H 4.171 -2.978 -6.199
H 2.245 -4.438 -6.548
N 4.049 0.780 -2.162
C 4.073 2.109 -2.352
C 5.179 2.875 -1.995
C 6.288 2.238 -1.470
C 6.253 0.873 -1.289
C 5.073 0.176 -1.582
H 3.188 2.533 -2.809
H 5.132 3.922 -2.263
H 7.191 2.758 -1.174
H 7.120 0.307 -0.974
H 4.970 -0.857 -1.266
N 2.478 -3.096 6.170
C 3.513 -3.111 5.327
C 3.396 -2.820 3.966
C 2.189 -2.324 3.487
C 1.137 -2.165 4.388
C 1.334 -2.636 5.680
H 4.471 -3.461 5.691
H 4.288 -2.902 3.360
H 1.968 -2.204 2.431
H 0.190 -1.759 4.063
H 0.488 -2.690 6.360
N 3.537 5.705 -0.978
C 3.479 6.651 -1.928
C 2.498 6.728 -2.918
C 1.503 5.763 -2.917
C 1.564 4.733 -2.005
C 2.602 4.762 -1.073
H 4.265 7.397 -1.940
H 2.524 7.549 -3.619
H 0.671 5.812 -3.610
H 0.854 3.918 -2.057
H 2.713 3.929 -0.386
N 2.064 -5.633 -0.779
C 3.102 -6.001 -0.030
C 4.006 -5.152 0.572
C 3.834 -3.794 0.287
C 2.797 -3.350 -0.517
C 1.965 -4.334 -1.060
H 3.266 -7.059 0.170
H 4.832 -5.563 1.130
H 4.460 -3.099 0.841
H 2.569 -2.299 -0.596
H 1.149 -4.123 -1.739
N -1.840 4.985 2.053
C -2.302 3.862 1.511
C -1.519 2.872 0.930
C -0.145 3.068 0.967
C 0.370 4.208 1.566
C -0.517 5.136 2.120
H -3.368 3.654 1.542
H -1.845 1.957 0.454
H 0.590 2.402 0.531
H 1.421 4.396 1.727
H -0.109 6.033 2.568
N -2.695 -1.073 4.493
C -2.103 -0.688 3.360
C -1.387 0.492 3.218
C -1.206 1.301 4.330
C -1.660 0.834 5.562
C -2.373 -0.348 5.587
H -2.414 -1.320 2.535
H -0.897 0.777 2.300
H -0.665 2.234 4.239
H -1.404 1.332 6.487
H -2.816 -0.713 6.505
N -4.435 0.533 0.911
C -5.317 0.458 1.928
C -6.547 1.110 1.836
C -6.832 1.878 0.719
C -5.868 2.011 -0.268
C -4.711 1.289 -0.158
H -4.960 -0.053 2.812
H -7.260 1.046 2.646
H -7.835 2.246 0.546
H -6.060 2.603 -1.153
H -3.919 1.397 -0.891
*
```


> Which value of gap between HOMO and LUMO does entry 2 give?

9.8434 eV


> HOMO level of number 2 (C70H70N14)?

-9.34 eV


> Among the records above, which one has the highest gap between HOMO and LUMO?

C70H70N14


> Which value of calculated total energy does entry 2 give?

-94584.3524 eV